Here is a cluster of 16 separate species, C59H81F6N8O19S2 in total from the Open Molecules 2025 dataset. Energies are from the ωB97M-V functional and the def2-TZVPD basis.

The geometry in XYZ format:
```
175
Properties=species:S:1:pos:R:3:mulliken_charge:R:1
C 1.962 -1.809 1.162 -0.91
F 2.967 -1.664 2.011 0.00
F 2.335 -2.289 -0.020 -0.19
F 1.112 -2.655 1.724 0.13
S 1.099 -0.134 0.912 1.00
O 0.474 0.140 2.185 -0.42
O 2.136 0.790 0.513 -0.09
N -0.032 -0.555 -0.332 0.76
S -0.962 0.698 -0.315 -0.21
O -1.877 0.795 0.807 -0.10
O -0.358 1.983 -0.669 -0.18
C -2.081 0.336 -1.830 -0.57
F -1.378 -0.025 -2.885 0.25
F -2.871 -0.686 -1.479 -0.08
F -2.841 1.401 -2.061 -0.10
O 8.755 1.648 1.011 -0.64
C 7.890 0.810 0.951 0.45
O 6.615 1.203 0.932 -0.35
C 5.723 0.088 1.030 0.33
C 6.559 -1.104 1.510 -0.16
C 7.963 -0.697 1.026 -0.55
H 5.428 -0.095 -0.007 0.00
H 4.850 0.259 1.652 -0.08
H 6.213 -2.022 1.041 -0.03
H 6.514 -1.175 2.596 0.36
H 8.263 -1.131 0.072 0.30
H 8.723 -1.017 1.737 0.32
O -0.682 1.383 5.618 -0.61
C -0.384 2.126 4.724 0.07
O 0.807 2.781 4.730 -0.43
C 0.994 3.472 3.502 0.01
C -0.415 3.619 2.867 0.12
C -1.258 2.592 3.570 1.32
H 1.795 3.025 2.915 -0.13
H 1.348 4.481 3.732 0.43
H -0.360 3.590 1.777 -0.49
H -0.810 4.632 2.986 0.33
H -1.429 1.686 2.988 -1.25
H -2.198 2.935 3.995 0.65
O 4.649 3.905 -2.243 -0.59
C 4.014 3.941 -1.239 0.03
O 4.562 3.677 -0.002 -0.35
C 3.666 4.067 1.048 0.00
C 2.452 4.702 0.383 0.76
C 2.534 4.250 -1.058 1.10
H 4.152 4.745 1.748 0.30
H 3.422 3.125 1.544 -0.11
H 2.549 5.790 0.428 0.43
H 1.476 4.496 0.823 -1.12
H 2.162 4.986 -1.760 0.33
H 2.133 3.243 -1.214 -0.74
O -5.194 -4.563 3.106 -0.65
C -4.646 -3.649 2.559 0.33
O -3.306 -3.666 2.364 -0.43
C -2.837 -2.467 1.752 1.70
C -4.095 -1.802 1.161 0.59
C -5.245 -2.405 1.941 -0.39
H -2.106 -2.693 0.979 -0.61
H -2.438 -1.802 2.519 -0.70
H -4.123 -2.021 0.093 0.38
H -4.051 -0.718 1.247 -0.63
H -6.095 -2.671 1.315 0.33
H -5.590 -1.733 2.730 0.09
O 3.392 3.325 -5.488 -0.60
C 2.243 3.070 -5.315 0.21
O 1.564 3.500 -4.202 -0.29
C 0.281 2.860 -4.097 1.19
C -0.045 2.449 -5.544 -0.04
C 1.311 2.254 -6.184 -0.22
H -0.517 3.490 -3.708 0.20
H 0.392 2.019 -3.410 -1.13
H -0.675 3.200 -6.020 0.32
H -0.639 1.535 -5.526 -0.23
H 1.301 2.581 -7.223 0.42
H 1.649 1.218 -6.210 0.06
O 7.060 -6.891 2.322 -0.64
C 6.143 -6.183 2.661 0.49
O 5.832 -6.062 3.948 -0.39
C 4.806 -5.041 4.128 -0.35
C 4.063 -5.088 2.809 0.73
C 5.140 -5.490 1.772 -0.07
H 5.290 -4.106 4.411 0.25
H 4.185 -5.328 4.972 0.22
H 3.446 -4.229 2.545 -0.25
H 3.272 -5.844 2.843 -0.21
H 5.542 -4.555 1.375 -0.11
H 4.884 -6.146 0.945 0.29
O 3.349 -2.122 5.021 -0.60
C 2.192 -2.439 5.071 0.39
O 1.746 -3.721 5.007 -0.32
C 0.320 -3.811 5.223 -0.76
C -0.168 -2.439 4.756 1.16
C 0.974 -1.544 5.216 0.21
H 0.162 -4.077 6.269 0.29
H -0.110 -4.638 4.660 0.31
H -1.088 -2.158 5.268 0.19
H -0.247 -2.348 3.676 -0.82
H 0.822 -1.328 6.275 0.54
H 1.003 -0.632 4.626 -0.51
C -1.544 -3.387 -1.908 -0.22
O -0.310 -3.296 -1.225 -0.37
H -2.431 -3.212 -1.299 -0.04
H -1.465 -2.823 -2.841 0.00
H -1.639 -4.422 -2.248 0.41
H -0.109 -2.368 -1.006 0.11
N -6.791 0.707 -5.217 0.01
C -5.481 0.394 -5.021 -0.92
C -5.335 -0.138 -3.770 0.65
C -6.549 0.036 -3.120 -0.86
C -7.474 0.524 -4.035 -0.66
H -7.172 0.931 -6.117 0.21
H -4.787 0.457 -5.844 0.49
H -4.459 -0.637 -3.392 0.24
H -6.852 -0.235 -2.120 0.45
H -8.487 0.869 -3.920 0.39
N -5.199 0.255 5.831 -0.01
C -5.931 0.832 4.827 -0.80
C -5.152 0.926 3.693 -1.07
C -3.930 0.318 3.997 1.05
C -3.968 -0.049 5.313 -1.20
H -5.502 0.083 6.770 0.20
H -6.895 1.243 5.087 0.46
H -5.518 1.307 2.753 0.53
H -3.087 0.176 3.338 0.37
H -3.192 -0.544 5.875 0.51
N -3.205 5.393 0.318 0.23
C -3.865 5.685 1.469 -0.90
C -4.017 4.530 2.192 -0.63
C -3.636 3.440 1.376 0.43
C -3.081 4.027 0.265 -1.13
H -2.796 6.040 -0.333 0.27
H -4.024 6.700 1.799 0.39
H -4.408 4.443 3.196 0.42
H -3.538 2.386 1.569 0.43
H -2.529 3.596 -0.556 0.51
N 1.784 -0.610 -2.556 1.52
C 2.927 0.037 -2.989 -0.75
C 3.218 -0.329 -4.292 -0.92
C 2.151 -1.178 -4.705 -0.63
C 1.325 -1.290 -3.654 -0.70
H 1.287 -0.664 -1.659 -0.47
H 3.473 0.551 -2.211 0.52
H 4.057 0.050 -4.852 0.47
H 1.933 -1.535 -5.699 0.52
H 0.424 -1.881 -3.613 0.30
N 0.972 -5.753 0.757 0.55
C 0.475 -6.157 1.974 -0.45
C 0.726 -7.498 2.079 -0.61
C 1.398 -7.930 0.905 -0.65
C 1.477 -6.828 0.086 -0.53
H 0.802 -4.845 0.361 0.02
H -0.068 -5.411 2.529 0.26
H 0.458 -8.170 2.880 0.43
H 1.724 -8.928 0.669 0.42
H 1.841 -6.764 -0.926 0.49
N -3.002 -1.468 -6.242 0.15
C -1.793 -0.880 -6.449 -0.30
C -1.652 -0.689 -7.802 -0.73
C -2.832 -1.135 -8.418 -0.62
C -3.669 -1.591 -7.417 -0.56
H -3.347 -1.890 -5.397 0.21
H -1.125 -0.764 -5.609 0.51
H -0.786 -0.264 -8.284 0.45
H -3.064 -1.194 -9.469 0.45
H -4.619 -2.089 -7.510 0.43
N 0.314 7.707 -1.273 -0.04
C 0.280 7.501 -2.625 -0.97
C -0.048 6.194 -2.883 -0.86
C -0.420 5.705 -1.620 0.78
C -0.078 6.559 -0.597 -0.77
H 0.657 8.560 -0.870 0.21
H 0.613 8.301 -3.268 0.41
H -0.117 5.731 -3.851 0.45
H -0.818 4.713 -1.444 0.15
H -0.035 6.499 0.476 0.63
```

Its charge is -1. Its HOMO energy is -6.454 eV.


Here is a structure of composition C59H85N2O2P2RhSiTe from the Open Molecules 2025 dataset. Energies are from the ωB97M-V functional and the def2-TZVPD basis.

The geometry in XYZ format:
```
153
Properties=species:S:1:pos:R:3:mulliken_charge:R:1
Rh -0.472 -0.096 0.767 -0.67
C 0.820 3.268 -0.354 -2.07
Si -0.381 2.186 0.606 3.71
C -0.027 2.591 2.433 0.00
C -0.505 3.754 3.049 -0.15
C -0.186 4.052 4.369 -0.74
C 0.605 3.175 5.101 -1.22
C 1.094 2.019 4.506 -0.40
C 0.784 1.720 3.179 -0.27
P 1.517 0.359 2.189 -0.38
C 3.280 0.970 2.063 1.21
C 4.114 0.683 3.345 -0.45
C 4.943 1.887 3.796 -1.01
C 5.743 2.468 2.633 -0.80
C 4.826 2.867 1.454 -0.86
C 3.372 2.446 1.678 -0.22
C 1.810 -1.254 3.089 1.42
C 1.329 -1.354 4.558 -0.45
C 0.739 -2.730 4.875 -0.43
C 1.613 -3.826 4.281 -1.20
C 1.547 -3.774 2.746 -0.98
C 1.203 -2.371 2.219 -0.63
C -2.058 2.725 -0.088 0.70
C -2.237 4.025 -0.585 -0.28
C -3.267 4.341 -1.456 -1.02
C -4.139 3.342 -1.869 -1.25
C -4.006 2.062 -1.359 0.42
C -2.984 1.750 -0.460 -1.04
P -2.823 0.124 0.351 0.45
C -3.541 -1.161 -0.767 0.16
C -5.043 -1.290 -1.058 -0.82
C -5.311 -2.711 -1.593 -1.21
C -4.155 -3.228 -2.469 -0.70
C -3.438 -2.068 -3.154 -1.13
C -2.798 -1.118 -2.120 0.94
C -4.021 0.340 1.739 1.06
C -4.374 -1.025 2.360 -0.40
C -5.277 -0.887 3.613 -1.23
C -5.749 0.550 3.833 -0.50
C -6.333 1.087 2.530 -1.02
C -5.271 1.178 1.410 -0.39
H 1.179 4.083 0.278 0.78
H 0.331 3.693 -1.230 0.76
H 1.686 2.707 -0.712 0.12
H -1.122 4.445 2.482 0.35
H -0.548 4.966 4.823 0.38
H 0.851 3.395 6.132 0.47
H 1.727 1.358 5.085 0.42
H 3.695 0.394 1.226 0.54
H 4.798 -0.147 3.150 0.48
H 3.477 0.375 4.175 -0.28
H 5.622 1.563 4.586 0.52
H 4.295 2.655 4.228 0.25
H 6.473 1.722 2.307 0.34
H 6.310 3.333 2.977 0.40
H 5.188 2.412 0.528 0.18
H 4.853 3.948 1.306 0.55
H 2.809 2.627 0.771 -0.93
H 2.923 3.063 2.460 0.28
H 2.892 -1.381 3.057 1.20
H 0.593 -0.583 4.768 -0.48
H 2.181 -1.182 5.224 0.40
H -0.265 -2.808 4.454 -0.13
H 0.654 -2.847 5.958 0.62
H 1.294 -4.806 4.636 0.51
H 2.643 -3.685 4.622 0.36
H 0.788 -4.473 2.387 0.48
H 2.499 -4.101 2.324 0.33
H 0.116 -2.235 2.184 -0.16
H 1.575 -2.275 1.198 -0.10
H -1.546 4.810 -0.291 0.44
H -3.375 5.351 -1.829 0.41
H -4.924 3.561 -2.582 0.47
H -4.703 1.300 -1.675 0.21
H -3.243 -2.075 -0.235 0.46
H -5.334 -0.564 -1.820 0.37
H -5.668 -1.111 -0.187 0.33
H -6.237 -2.696 -2.172 0.45
H -5.470 -3.392 -0.753 0.40
H -4.541 -3.923 -3.215 0.55
H -3.438 -3.785 -1.860 0.19
H -4.160 -1.521 -3.768 0.46
H -2.667 -2.443 -3.831 0.49
H -2.826 -0.099 -2.512 -0.58
H -1.751 -1.369 -1.969 -0.61
H -3.446 0.908 2.474 -0.53
H -3.450 -1.554 2.602 -0.10
H -4.895 -1.633 1.620 0.63
H -4.765 -1.258 4.500 0.30
H -6.163 -1.513 3.485 0.50
H -4.921 1.186 4.162 0.17
H -6.506 0.571 4.619 0.48
H -6.779 2.071 2.687 0.46
H -7.146 0.421 2.224 0.39
H -4.963 2.215 1.277 0.42
H -5.716 0.868 0.465 -0.09
C -0.360 -3.349 -0.766 -1.08
C 0.526 -2.244 -1.320 0.81
O 1.360 -2.597 -2.228 -0.63
N 0.432 -1.044 -0.890 0.34
Te 2.081 -0.291 -2.304 -0.61
C 3.965 -0.496 -3.276 0.17
C 4.280 0.440 -4.261 0.77
C 3.353 1.544 -4.716 -1.50
C 5.545 0.338 -4.840 -0.88
C 6.463 -0.631 -4.468 0.44
C 7.817 -0.712 -5.119 -1.61
C 6.109 -1.533 -3.467 -0.87
C 4.866 -1.478 -2.856 1.17
C 4.503 -2.456 -1.771 -1.51
C 0.852 -0.308 -4.020 1.72
C 1.098 -1.166 -5.104 0.52
C 2.223 -2.168 -5.182 -1.51
C 0.227 -1.096 -6.190 -1.07
C -0.863 -0.240 -6.220 0.42
C -1.782 -0.186 -7.410 -1.60
C -1.084 0.581 -5.122 -0.61
C -0.234 0.576 -4.025 0.27
C -0.503 1.520 -2.892 -0.80
H -0.994 -3.734 -1.565 0.40
H -0.980 -2.980 0.048 -0.16
H 0.276 -4.160 -0.414 0.48
H 2.882 2.048 -3.868 0.08
H 2.555 1.158 -5.351 0.32
H 3.909 2.285 -5.287 0.53
H 5.815 1.055 -5.608 0.40
H 7.979 0.121 -5.801 0.37
H 7.916 -1.639 -5.686 0.33
H 8.608 -0.702 -4.369 0.38
H 6.819 -2.294 -3.162 0.43
H 5.268 -3.222 -1.656 0.47
H 3.555 -2.954 -1.982 0.30
H 4.400 -1.941 -0.808 0.20
H 2.365 -2.675 -4.230 0.11
H 3.163 -1.692 -5.461 0.22
H 1.994 -2.920 -5.935 0.56
H 0.415 -1.742 -7.041 0.42
H -1.524 -0.948 -8.144 0.38
H -1.723 0.788 -7.898 0.34
H -2.819 -0.336 -7.107 0.35
H -1.931 1.259 -5.123 0.47
H -1.138 2.349 -3.208 0.68
H 0.426 1.930 -2.498 -0.33
H -0.995 1.004 -2.068 -0.47
C -2.246 -1.040 5.443 -2.18
C -1.884 -0.067 4.348 0.49
N -2.156 1.223 4.627 0.17
O -1.372 -0.414 3.286 -0.28
H -3.245 -0.838 5.826 0.73
H -1.543 -0.923 6.272 0.39
H -2.193 -2.060 5.079 0.33
H -2.495 1.488 5.535 0.26
H -1.810 1.947 4.015 0.09
```

Its charge is +1. Its HOMO energy (spin up / spin down) is -9.192 / -9.860 eV. The spin multiplicity is 2.


Number 1: largest force on an atom 4.79 eV/Å. Number 2: largest force on an atom 1.97 eV/Å.